{"formula": "C32H51AsI2N3O5SbSi3Ti", "method": "ωB97M-V/def2-TZVPD", "lumo_ev": -1.76, "relative_energy_kcal_mol": 25.72, "e_tot_ha": -6580.05977, "molar_mass_g_mol": 1140.4, "largest_force_ev_per_a": 0.37, "gap_ha": 0.1825, "species": ["Ti", "O", "C", "O", "C", "O", "O", "O", "C", "C", "C", "C", "C", "C", "N", "H", "H", "H", "H", "H", "H", "H", "N", "C", "C", "C", "C", "N", "C", "C", "H", "H", "H", "H", "C", "As", "C", "C", "C", "C", "C", "C", "C", "C", "H", "H", "H", "H", "H", "H", "H", "H", "H", "H", "H", "H", "H", "C", "Si", "C", "C", "Sb", "Si", "C", "C", "C", "Si", "C", "C", "C", "H", "H", "H", "H", "H", "H", "H", "H", "H", "H", "H", "H", "H", "H", "H", "H", "H", "H", "H", "H", "H", "H", "H", "H", "H", "H", "H", "I", "I"], "coordinates": [[-0.5761, 0.1503, 0.6568], [-1.4473, 4.0374, 0.8605], [-1.2182, 2.9072, 0.5439], [-1.2557, 1.8437, 1.3155], [-0.7547, 2.5038, -0.8863], [-0.6421, 3.2491, -1.8122], [-0.4597, 1.1994, -0.9213], [0.9987, -1.2656, 1.0612], [0.6872, -2.6441, 0.7490], [-0.0376, -2.5955, -0.5532], [-0.1644, -3.7073, -1.3513], [-0.8453, -3.5933, -2.5544], [-1.2898, -2.3373, -2.9455], [-1.1312, -1.2748, -2.0832], [-0.5614, -1.4014, -0.8772], [1.4680, -1.2089, 1.9012], [0.0628, -3.0697, 1.5402], [1.6168, -3.2057, 0.6556], [0.2146, -4.6638, -1.0210], [-1.0038, -4.4668, -3.1687], [-1.7696, -2.1838, -3.9015], [-1.4463, -0.2772, -2.3462], [4.5166, 5.0152, 3.8067], [3.8088, 4.2458, 3.3330], [2.9319, 3.2686, 2.7445], [2.7599, 3.2212, 1.3671], [1.9257, 2.2514, 0.8440], [1.2593, 1.3819, 1.6076], [1.4261, 1.4379, 2.9320], [2.2571, 2.3561, 3.5462], [3.2627, 3.9160, 0.7107], [1.7908, 2.1645, -0.2255], [0.8465, 0.7364, 3.5195], [2.3616, 2.3649, 4.6209], [-3.8181, 0.5247, -1.5478], [-3.1738, -0.0894, 0.1825], [-4.2270, 1.0660, 1.3185], [-3.9222, -1.8812, 0.3533], [-5.3786, -1.9254, 0.0117], [-5.7923, -2.3052, -1.2615], [-7.1400, -2.3357, -1.5860], [-8.0936, -1.9903, -0.6388], [-7.6924, -1.6317, 0.6404], [-6.3445, -1.6038, 0.9628], [-4.8766, 0.7569, -1.4432], [-3.7020, -0.2569, -2.2944], [-3.2795, 1.4165, -1.8683], [-5.2808, 0.8494, 1.1517], [-4.0105, 2.0975, 1.0427], [-3.9649, 0.9180, 2.3624], [-3.7408, -2.1910, 1.3813], [-3.3412, -2.5499, -0.2870], [-5.0538, -2.6251, -1.9875], [-7.4473, -2.6499, -2.5750], [-9.1456, -2.0194, -0.8907], [-8.4306, -1.3844, 1.3924], [-6.0337, -1.3485, 1.9700], [1.8716, -1.9727, -4.8500], [3.3679, -1.9204, -3.7234], [3.5327, -3.5106, -2.7387], [4.8816, -1.7668, -4.8185], [2.9710, -0.0745, -1.9774], [3.2897, 2.0182, -3.4151], [1.8406, 2.0513, -4.5945], [4.9235, 2.1005, -4.3333], [3.1896, 3.5173, -2.2884], [5.1928, -0.2811, -0.7336], [4.8324, -1.4769, 0.6731], [6.6422, -0.9349, -1.7254], [5.6733, 1.3767, 0.0017], [1.8031, -2.9404, -5.3545], [1.9477, -1.2031, -5.6207], [0.9456, -1.8092, -4.3013], [3.6288, -4.3676, -3.4107], [2.6620, -3.6802, -2.1020], [4.4193, -3.4864, -2.1006], [4.8745, -2.5738, -5.5567], [5.8089, -1.8387, -4.2537], [4.8956, -0.8244, -5.3642], [1.8164, 1.1722, -5.2400], [1.8787, 2.9406, -5.2289], [0.9051, 2.0860, -4.0295], [4.9768, 1.3716, -5.1407], [5.7713, 1.9308, -3.6655], [5.0427, 3.0925, -4.7781], [2.1812, 3.6350, -1.8829], [3.4118, 4.4217, -2.8607], [3.9054, 3.4604, -1.4659], [4.3914, -2.4056, 0.3032], [4.1291, -1.0233, 1.3775], [5.7407, -1.7325, 1.2247], [6.5139, -1.9907, -1.9698], [7.5587, -0.8405, -1.1367], [6.7804, -0.3834, -2.6569], [4.8762, 1.7605, 0.6418], [5.8778, 2.1240, -0.7671], [6.5726, 1.2746, 0.6148], [-1.4896, -0.8822, 3.0190], [-3.0456, -5.4048, -0.8241]], "atomic_forces_ev_per_a": [[0.0258, 0.3537, -0.1149], [-0.0897, -0.0102, 0.0261], [0.1410, 0.0281, -0.1796], [-0.2539, 0.0374, -0.0179], [0.0250, 0.0026, -0.0414], [-0.0090, 0.0013, 0.0356], [0.1139, 0.1559, 0.2235], [-0.0537, -0.0981, -0.2214], [0.0860, 0.0744, 0.0406], [0.0630, -0.1198, 0.0604], [0.0345, -0.0068, -0.1281], [0.0381, 0.0240, 0.1007], [0.0314, 0.0222, 0.0373], [-0.0432, 0.0244, -0.1400], [-0.0461, -0.1393, 0.1396], [-0.0732, 0.0185, 0.0817], [0.0112, 0.0144, -0.0089], [-0.0092, -0.0062, 0.0158], [-0.0025, 0.0022, 0.0129], [0.0044, 0.0094, -0.0173], [-0.0260, 0.0080, 0.0105], [-0.0077, 0.0023, -0.0210], [-0.0026, -0.0028, -0.0104], [0.0116, 0.0237, 0.0321], [0.0171, 0.0234, -0.0042], [-0.0481, -0.0346, 0.0437], [0.0417, 0.0126, -0.0123], [0.0419, -0.2489, -0.0523], [-0.0059, 0.0722, 0.0679], [-0.0181, -0.0411, -0.0850], [0.0021, 0.0101, 0.0136], [-0.0233, -0.0104, -0.0100], [0.0025, 0.0103, 0.0164], [0.0116, 0.0125, 0.0031], [0.0513, -0.0210, -0.0594], [-0.1241, -0.0005, 0.0694], [0.0788, 0.0581, 0.0352], [-0.0114, -0.0147, 0.0361], [-0.0516, -0.0299, -0.0284], [0.0194, -0.0124, -0.0696], [-0.0145, 0.0114, 0.0273], [0.0036, -0.0004, -0.0104], [-0.0205, 0.0117, 0.0060], [0.0369, 0.0179, 0.0041], [-0.0075, -0.0191, 0.0031], [-0.0395, -0.0125, -0.0040], [0.0079, 0.0052, 0.0394], [0.0087, 0.0053, -0.0201], [-0.0256, -0.0047, 0.0126], [0.0057, -0.0259, 0.0022], [0.0187, 0.0112, 0.0139], [-0.0115, -0.0438, -0.0165], [0.0255, -0.0081, 0.0184], [0.0054, 0.0028, -0.0034], [-0.0027, -0.0017, 0.0041], [-0.0036, -0.0038, 0.0010], [-0.0166, 0.0004, 0.0043], [-0.0260, -0.0039, 0.0137], [0.0553, -0.0063, 0.0124], [-0.0609, -0.0051, 0.0180], [0.0237, 0.0714, 0.0316], [0.0334, -0.1360, -0.1445], [0.0846, -0.0075, 0.0285], [-0.0564, 0.0307, 0.0112], [-0.0032, 0.0182, 0.0146], [-0.0743, 0.0161, 0.0110], [0.0121, 0.0142, -0.0302], [0.0095, 0.0057, 0.0548], [-0.0096, 0.0025, -0.0253], [-0.0316, 0.0197, 0.0377], [0.0231, -0.0011, 0.0019], [-0.0001, 0.0146, 0.0012], [-0.0320, -0.0084, 0.0024], [0.0054, 0.0000, -0.0016], [-0.0161, 0.0031, 0.0004], [0.0018, 0.0020, -0.0054], [-0.0340, -0.0288, 0.0187], [0.0411, -0.0089, 0.0189], [-0.0188, 0.0338, -0.0326], [0.0187, -0.0048, -0.0173], [0.0091, -0.0031, -0.0127], [0.0181, 0.0022, -0.0054], [0.0128, -0.0520, -0.0035], [-0.0140, -0.0023, -0.0090], [-0.0090, 0.0078, 0.0074], [0.0090, 0.0055, 0.0022], [0.0073, 0.0014, -0.0019], [0.0244, -0.0099, -0.0114], [0.0041, 0.0047, -0.0112], [-0.0116, -0.0083, -0.0081], [0.0051, 0.0095, 0.0048], [-0.0078, -0.0026, -0.0352], [-0.0022, -0.0035, 0.0142], [0.0081, 0.0004, 0.0200], [0.0242, 0.0056, -0.0052], [0.0047, -0.0040, -0.0287], [0.0055, -0.0124, -0.0029], [0.0654, -0.1450, 0.1068], [-0.0225, 0.0338, -0.0021]]}